# 1
20
Properties=species:S:1:pos:R:3 method="wB97M-V/def2-TZVPD" e_above_lowest_ev=1.698 gap_ha=0.1459 total_charge=+3 max_force_ev_per_a=2.23 spin_multiplicity=1 homo_ev=-16.590
Rb 21.08157 -22.94046 -17.45916
Ca 17.95358 -23.55967 -15.12300
Ca 19.77282 -26.26076 -14.01226
O 20.09686 -24.27889 -14.99859
H 20.46398 -23.65689 -14.34383
O 19.61244 -26.91340 -16.12201
P 18.94527 -26.20866 -17.25480
O 18.17631 -24.93625 -16.96791
F 18.17732 -27.11032 -18.21312
F 20.10290 -25.58307 -18.13361
C 16.42860 -23.51276 -19.68104
Br 15.42910 -25.15351 -19.23433
Br 15.26952 -22.17815 -20.43932
Br 17.87109 -23.97242 -20.92170
H 16.89955 -23.14039 -18.78288
C 15.96369 -29.36844 -17.12828
Br 16.95284 -29.25055 -15.39752
Br 14.11610 -28.98812 -16.72161
Br 16.22254 -31.10369 -17.90389
H 16.35186 -28.58145 -17.75297



# 2
124
Properties=species:S:1:pos:R:3 method="wB97M-V/def2-TZVPD" gap_ha=0.1269 total_charge=-1 max_force_ev_per_a=9.25 spin_multiplicity=1 homo_ev=-4.870
C -7.87521 -7.31682 5.71895
C -7.66369 -5.93544 6.51884
C -6.12260 -5.55058 6.69727
C -5.74470 -4.13261 6.05198
C -4.14972 -4.13125 5.86006
C -3.54940 -2.65951 5.91553
C -2.94495 -2.16298 4.50477
C -2.52343 -0.63217 4.58454
C -2.71878 0.16380 3.19460
C -1.54537 1.26989 3.16108
C -1.75528 2.37578 2.03868
C -2.25254 3.77836 2.66771
C -2.71113 4.73376 1.47560
C -1.78545 6.01076 1.26060
B -2.04323 7.21678 2.37739
C -3.38788 8.11922 1.97578
C -3.23059 9.65006 2.45424
C -4.66413 10.26066 2.84072
F -5.64443 9.84114 1.93348
F -5.11073 9.84014 4.10212
F -4.52051 11.66638 2.83195
H -8.95582 -7.33171 5.35745
H -7.77754 -8.21259 6.40873
H -7.21276 -7.40250 4.81083
H -8.06501 -6.14198 7.56435
H -8.30122 -5.10466 6.09113
H -5.90627 -5.50295 7.81573
H -5.50316 -6.34107 6.18216
H -6.05086 -3.28088 6.72700
H -6.27951 -4.06215 5.05543
H -3.90220 -4.70313 4.91601
H -3.74294 -4.74776 6.72947
H -2.65169 -2.70740 6.62174
H -4.24898 -1.88266 6.34052
H -3.62951 -2.42170 3.64363
H -2.00298 -2.79429 4.36347
H -3.06231 -0.03503 5.37720
H -1.40836 -0.60082 4.82752
H -2.63828 -0.57584 2.34560
H -3.73764 0.67096 3.17194
H -1.53062 1.70375 4.21511
H -0.57812 0.71123 2.93161
H -2.50812 2.10931 1.24261
H -0.74126 2.57510 1.55391
H -1.49477 4.23310 3.36634
H -3.20319 3.50723 3.24465
H -2.69618 4.11691 0.52352
H -3.77358 5.07837 1.64707
H -0.67116 5.76439 1.18395
H -2.05311 6.48457 0.24911
H -2.16242 6.76947 3.48477
H -1.08556 7.95222 2.31009
H -4.31271 7.69034 2.46787
H -3.55469 8.09127 0.85333
H -2.82500 10.32128 1.64239
H -2.62583 9.68161 3.41063
C 3.42547 0.99735 -3.92148
O 3.38276 0.88739 -2.50051
P 2.33952 2.01137 -1.72409
O 3.34453 3.15902 -1.82830
O 2.50055 1.22308 -0.30539
C 3.80269 0.93617 0.17965
O 1.10175 2.96423 -1.03471
C 0.72512 4.13136 -1.75371
H 3.97155 0.14028 -4.31805
H 2.41387 0.99255 -4.33238
H 3.94145 1.91488 -4.21357
H 4.54514 1.64817 -0.18622
H 4.08724 -0.07489 -0.12069
H 3.78245 0.98265 1.26912
H 0.69184 3.93100 -2.82654
H 1.42443 4.94316 -1.54911
H -0.26794 4.44008 -1.42363
C 9.82192 -3.56995 -4.21069
O 8.81578 -2.75997 -3.60549
P 7.32371 -3.56197 -3.31901
O 6.86749 -3.43487 -4.77267
O 6.78539 -2.30909 -2.42742
C 6.84925 -0.99701 -2.96940
O 5.96465 -4.47297 -2.82422
C 5.69594 -5.65957 -3.55639
H 10.76522 -3.02340 -4.18801
H 9.94251 -4.50384 -3.65820
H 9.55932 -3.78409 -5.24900
H 6.81746 -0.99759 -4.06078
H 7.76664 -0.51070 -2.63208
H 5.99749 -0.42598 -2.59674
H 6.62045 -6.19208 -3.78823
H 5.16515 -5.42054 -4.47918
H 5.06169 -6.30709 -2.94842
C 1.60314 -12.29667 -1.10358
O 2.78711 -11.98994 -1.83888
P 2.97692 -10.32924 -2.23415
O 2.00260 -10.39907 -3.40956
O 4.50453 -10.59270 -2.73959
C 4.75073 -11.62884 -3.67867
O 3.24200 -8.64636 -2.37019
C 2.08698 -7.81973 -2.33975
H 1.66765 -13.32960 -0.76035
H 1.51391 -11.64177 -0.23485
H 0.72406 -12.18793 -1.74234
H 3.87953 -11.83461 -4.30342
H 5.04201 -12.53753 -3.14791
H 5.57635 -11.32196 -4.32181
H 1.37197 -8.17282 -1.59415
H 1.61511 -7.79844 -3.32307
H 2.39340 -6.80555 -2.07839
C -0.51821 8.56260 -7.36109
O -0.00069 7.64189 -6.40370
P -0.61512 7.84303 -4.81075
O 0.30493 9.02455 -4.50370
O 0.06322 6.43839 -4.33785
C 1.44157 6.21123 -4.59184
O -1.44622 7.91506 -3.31981
C -2.03821 9.15988 -2.97812
H -0.20222 8.24229 -8.35462
H -1.60948 8.57600 -7.32568
H -0.12833 9.56474 -7.16926
H 2.01287 7.13902 -4.65752
H 1.55044 5.65053 -5.52315
H 1.84757 5.61211 -3.77687
H -2.50354 9.62485 -3.84998
H -1.28624 9.82978 -2.55916
H -2.80575 8.98228 -2.22341



# 3
156
Properties=species:S:1:pos:R:3 method="wB97M-V/def2-TZVPD" e_above_lowest_ev=9.932 gap_ha=0.3429 total_charge=0 max_force_ev_per_a=3.57 smiles=COC[C@H](C)N.COC[C@H](C)N.COC[C@H](C)N.COC[C@H](C)N.COC[C@H](C)N.COC[C@H](C)N.CC(C)O.CC(C)O.OCCO.OCCO.OCCO spin_multiplicity=1 homo_ev=-8.927
C -21.04108 5.71772 22.57428
C -21.65496 5.08498 23.79006
C -21.87967 3.62666 23.60820
O -20.99880 5.28232 25.02492
H -21.74659 5.72141 21.80292
H -20.11360 5.19723 22.21488
H -20.84312 6.76453 22.62566
H -22.61995 5.56430 23.95083
H -22.50094 3.14502 24.45717
H -20.93081 3.05959 23.37628
H -22.51024 3.50777 22.73375
H -20.22679 4.75560 25.18669
C -14.62659 8.30605 16.49008
C -14.99215 9.50146 15.67555
C -13.88158 10.64248 15.76972
O -15.20417 9.22398 14.30865
H -15.46915 7.62514 16.66631
H -14.36735 8.52817 17.47997
H -13.73264 7.73202 16.08675
H -15.89622 9.97110 16.12321
H -13.09365 10.34900 15.02708
H -13.55103 10.84865 16.75101
H -14.35772 11.53914 15.33313
H -15.37605 8.27862 14.13042
C -22.73961 9.40480 16.48396
C -22.91166 9.94242 15.04124
O -22.66735 8.94182 14.03879
O -23.62867 9.98386 17.46806
H -21.70285 9.39073 16.86595
H -22.95408 8.31952 16.47998
H -22.35564 10.81526 14.77601
H -23.98559 10.22244 14.95904
H -21.73300 8.61823 14.21454
H -23.90965 9.16378 18.01046
C -26.14944 6.23650 11.71272
C -25.33941 7.47433 12.16134
O -24.17799 6.95269 12.84644
O -25.30620 5.57343 10.84409
H -26.99111 6.63701 11.19197
H -26.45912 5.68198 12.59414
H -25.85225 8.16510 12.84770
H -25.04850 7.97027 11.23467
H -23.79027 7.64020 13.45697
H -24.46484 5.39792 11.36269
C -22.70789 3.99775 12.68565
C -22.18751 2.89642 13.51730
O -22.17364 3.05770 14.88497
O -21.79461 5.09535 12.93126
H -23.68706 4.22220 13.01475
H -22.71982 3.76011 11.66603
H -21.22100 2.59067 13.11678
H -22.77522 1.95750 13.27180
H -21.98275 3.98978 15.13207
H -22.27131 5.86707 12.80479
C -24.21692 1.36927 16.41471
C -23.87459 1.12380 17.86338
C -24.38115 2.16191 18.84943
O -24.03975 3.45189 18.52536
C -22.82504 3.89538 19.08873
N -24.39569 -0.12199 18.44237
H -23.92308 0.40758 15.93175
H -23.56716 2.15434 15.93652
H -25.26997 1.64653 16.29128
H -22.76529 1.05817 17.96258
H -23.92246 1.84636 19.79064
H -25.47002 2.13299 18.88310
H -21.93753 3.29112 18.74606
H -22.92530 3.92254 20.22353
H -22.78461 4.96694 18.77659
H -25.41842 -0.10050 18.45111
H -24.13602 -0.94202 17.96711
C -26.68683 4.96274 16.17990
C -25.67804 5.77385 15.40915
C -26.11597 7.23999 15.53508
O -27.38079 7.45373 14.92637
C -27.76406 8.83191 15.09175
N -24.36974 5.64576 15.99116
H -26.78197 5.26569 17.22350
H -26.48161 3.84738 16.22284
H -27.65028 5.16318 15.71990
H -25.65199 5.47531 14.34746
H -25.23890 7.80423 15.19263
H -26.07768 7.54359 16.62425
H -28.55394 9.03825 14.33298
H -26.89239 9.52136 14.89227
H -28.03176 9.12069 16.10444
H -24.30317 4.89631 16.66643
H -23.57723 5.59911 15.34070
C -13.16857 7.49304 9.85599
C -13.85593 7.76252 11.23516
C -14.54169 6.50238 11.79442
O -15.44255 6.84549 12.85491
C -16.50700 6.00216 13.02513
N -12.88045 8.24159 12.19887
H -12.62057 8.37588 9.50498
H -13.97049 7.38619 9.17605
H -12.49745 6.63600 9.83652
H -14.63302 8.54979 11.11293
H -13.79942 5.82909 12.25779
H -15.06507 5.86493 11.11208
H -17.26005 6.11578 12.18250
H -16.99760 6.10318 13.95609
H -16.26707 4.96389 12.89185
H -13.29638 8.56263 13.07258
H -12.14339 7.57620 12.41493
C -24.41788 8.93345 20.66780
C -24.16665 7.65071 19.97849
C -24.82242 6.47146 20.76051
O -26.19773 6.65338 20.87339
C -26.92022 5.46712 21.04765
N -24.66362 7.73920 18.58295
H -24.05028 8.88779 21.69559
H -25.50474 9.07211 20.85459
H -23.96566 9.74828 20.07272
H -23.01675 7.48989 19.97336
H -24.29676 6.38434 21.76952
H -24.67298 5.48202 20.24383
H -26.51807 4.70582 20.37328
H -27.93003 5.71698 20.72336
H -26.86363 5.12464 22.06874
H -25.60134 8.09376 18.65326
H -24.67601 6.86438 18.12484
C -18.88756 5.02601 15.46818
C -19.70155 6.04026 16.30492
C -19.48765 7.54174 16.18992
O -19.77788 7.99089 14.89947
C -19.56466 9.39983 14.74963
N -21.07843 5.87204 15.99086
H -19.26184 4.04077 15.77848
H -17.85523 5.12815 15.74190
H -19.04455 5.14278 14.33654
H -19.45158 5.70947 17.32563
H -18.53602 7.97317 16.47297
H -20.17527 7.99655 16.93013
H -18.48266 9.58208 14.60722
H -19.97271 9.90337 15.65397
H -20.05175 9.78813 13.77437
H -21.35516 6.46674 15.21498
H -21.57622 6.21935 16.81250
C -17.24700 2.40201 17.35759
C -18.67797 2.16208 17.86347
C -18.94539 0.77316 18.37294
O -20.30707 0.77803 18.85258
C -20.67707 -0.38836 19.48997
N -18.89539 3.19982 18.83419
H -17.01986 1.59953 16.58243
H -16.46774 2.31897 18.15936
H -17.21729 3.32231 16.87642
H -19.36032 2.34542 16.94696
H -18.28854 0.50983 19.22926
H -18.83061 -0.03944 17.56788
H -20.27053 -0.45814 20.50012
H -20.39237 -1.23877 18.84520
H -21.78436 -0.38935 19.55172
H -18.18491 3.15646 19.54779
H -19.80758 3.13788 19.30766



# 4
19
Properties=species:S:1:pos:R:3 method="wB97M-V/def2-TZVPD" e_above_lowest_ev=3.288 gap_ha=0.3649 total_charge=+1 max_force_ev_per_a=4.80 spin_multiplicity=1 homo_ev=-14.122
C 2.32025 -0.25267 -1.19525
C 1.99044 -1.05583 0.10300
C 0.84019 -0.47974 0.90829
C -0.58163 -0.31755 0.59275
N -3.89854 0.89000 -1.05032
O -1.25643 0.52307 -0.00122
O -1.02841 -1.64548 0.68205
H 1.65906 -0.74239 -2.04270
H 3.37501 -0.22709 -1.56976
H 1.96023 0.71588 -0.99672
H 1.77694 -2.00328 -0.25039
H 2.61776 -1.16426 0.95816
H 0.67089 -1.32281 1.45626
H 1.46144 0.20049 1.47825
H -3.18661 0.89942 -0.34560
H -3.47158 0.67890 -2.02541
H -4.50000 0.01180 -0.93304
H -4.71726 1.46274 -0.87266
H -2.01606 -1.80333 0.74515



# 5
8
Properties=species:S:1:pos:R:3 method="wB97M-V/def2-TZVPD" e_above_lowest_ev=0.000 gap_ha="0.1961 / 0.2725" total_charge=-1 max_force_ev_per_a=1.74 spin_multiplicity=2 homo_ev="-2.696 / -4.782"
H 1.50285 0.00588 -0.19451
O 2.09081 0.83160 1.54457
C 1.27412 0.12758 0.89735
C -0.06781 -0.12422 1.28539
O -1.01746 -0.32803 0.45897
K -1.59592 -0.31053 -2.09563
F -1.89725 -0.10411 -4.26557
H -0.28934 -0.09816 2.36943



# 6
18
Properties=species:S:1:pos:R:3 method="wB97M-V/def2-TZVPD" e_above_lowest_ev=3.025 gap_ha=0.2152 total_charge=-1 max_force_ev_per_a=2.58 smiles=[O-]CCCCCO spin_multiplicity=1 homo_ev=-2.144
C 0.06514 -0.91196 1.73991
O 0.44765 -1.19403 2.99867
C 1.12270 -0.01515 1.04337
C 1.10312 0.11652 -0.57603
C -0.20973 -0.22762 -1.26801
C -1.33110 0.79700 -1.31472
O -2.00478 0.99830 -0.08368
H -0.95777 -0.49111 1.63892
H 0.08141 -1.83981 1.10413
H 2.02312 -0.60114 1.21016
H 1.19131 1.03208 1.30937
H 1.42828 1.13907 -0.80521
H 1.94385 -0.50754 -0.88177
H -0.56991 -1.11427 -0.73884
H -0.06705 -0.58208 -2.27040
H -2.06198 0.44642 -2.03979
H -0.87560 1.74511 -1.63724
H -1.32866 1.21020 0.57114



# 7
22
Properties=species:S:1:pos:R:3 method="wB97M-V/def2-TZVPD" e_above_lowest_ev=1.384 gap_ha=0.3976 total_charge=0 max_force_ev_per_a=0.77 smiles=COCOC.COC spin_multiplicity=1 homo_ev=-9.866
O -0.56781 2.52090 0.11063
C 0.79979 2.87050 0.18888
C -0.92715 2.21892 -1.22291
H 1.02872 3.09581 1.24408
H 1.02656 3.76277 -0.41859
H 1.45018 2.04401 -0.14351
H -0.77417 3.08334 -1.89073
H -0.35055 1.36457 -1.61564
H -1.99780 1.95388 -1.23016
O 0.96871 -1.20102 -0.11288
O -0.68027 -2.08564 1.30670
C 1.42469 -2.44735 -0.61787
C -1.78821 -1.48659 0.65104
C 0.47986 -1.31010 1.19444
H 1.84949 -2.26398 -1.61914
H 0.60749 -3.18219 -0.71160
H 2.21162 -2.87640 0.02498
H -1.99109 -0.47767 1.04795
H -1.63583 -1.41181 -0.43882
H -2.66913 -2.12280 0.84028
H 1.22509 -1.77521 1.86804
H 0.30984 -0.27390 1.54490



# 8
24
Properties=species:S:1:pos:R:3 method="wB97M-V/def2-TZVPD" e_above_lowest_ev=4.304 gap_ha=0.3136 total_charge=0 max_force_ev_per_a=8.26 spin_multiplicity=1 homo_ev=-7.508
C -3.09570 1.53312 -0.66336
C -3.19331 0.44075 0.13179
C -1.09135 0.42421 -0.57587
C 1.80603 -0.14113 1.26250
C 2.36353 1.07652 -0.69268
C 2.86453 -1.42148 -0.65329
C -2.09358 -1.49866 0.80476
C 2.46708 -0.14802 0.13268
N -1.75220 1.53288 -1.11453
N 1.40843 0.16029 2.35530
N -2.02515 -0.26481 0.12868
H -3.61998 2.36729 -0.91487
H -4.02253 0.16644 0.73609
H 1.75916 1.83131 -0.11189
H 3.43838 1.35688 -0.89036
H 1.94285 0.90458 -1.65859
H 2.95171 -2.32959 -0.05832
H 3.73920 -1.33687 -1.16517
H 2.09876 -1.49456 -1.47053
H -2.43397 -1.36924 1.87058
H -2.87198 -2.18362 0.36078
H -1.10654 -2.05546 0.76673
H -1.49699 2.15754 -1.74602
H 1.96362 0.29164 3.16561